The following is a quantum chemistry calculation of C21H24ClN3O2S in the gas phase, from OMol25.

* structure (SMILES): C=CCN1C(=O)/C(=C\c2ccc(Cl)cc2)N=C1SCC(=O)NC1CCCCC1
* largest force on an atom: 0.896 eV/A
* highest occupied orbital energy: -8.0 eV
* electronic energy: -54090.3444 eV

```
52
Properties=species:S:1:pos:R:3:forces:R:3:mulliken_charge:R:1
C -5.221 -2.248 -2.262 -0.1 0.0 0.0 -0.8317
C -4.408 -1.213 -2.341 0.1 0.1 0.1 0.2301
C -3.822 -0.525 -1.141 -0.3 -0.1 0.0 -1.1417
N -2.392 -0.722 -1.076 0.0 0.1 0.1 0.1972
C -1.758 -1.647 -0.257 -0.3 -0.3 0.4 0.9154
O -2.342 -2.345 0.544 -0.1 -0.1 0.0 -0.7273
C -0.325 -1.503 -0.609 0.7 -0.3 0.2 -0.4040
C 0.827 -2.069 -0.167 -0.7 0.4 -0.3 -0.1732
C 1.098 -3.066 0.831 0.2 -0.5 0.5 0.6645
C 0.116 -3.721 1.584 0.1 0.1 -0.1 -0.4181
C 0.463 -4.673 2.521 0.2 -0.1 0.1 -0.8788
C 1.799 -4.988 2.724 -0.1 0.2 -0.2 0.4549
Cl 2.231 -6.179 3.895 0.1 -0.1 0.1 -0.2129
C 2.794 -4.353 1.992 0.0 -0.1 0.2 -0.7277
C 2.442 -3.404 1.058 -0.3 0.1 -0.1 -0.4947
N -0.230 -0.533 -1.601 -0.3 0.4 -0.7 -0.3710
C -1.425 -0.118 -1.837 0.9 -0.1 0.0 0.0480
S -1.788 1.142 -2.969 -0.3 0.3 -0.3 -0.1677
C -0.104 1.445 -3.569 -0.1 -0.3 0.1 -0.7663
C 0.929 1.723 -2.475 -0.3 0.2 -0.3 0.5906
O 2.079 1.383 -2.625 0.4 -0.1 -0.1 -0.6799
N 0.473 2.439 -1.433 -0.1 0.4 0.3 -0.0479
C 1.265 2.693 -0.248 -0.1 0.1 0.1 -0.2306
C 0.765 1.851 0.928 0.4 -0.1 -0.1 0.1120
C 1.616 2.114 2.166 -0.3 0.1 0.1 -0.8730
C 1.591 3.596 2.526 0.3 -0.1 0.0 -0.6844
C 2.082 4.438 1.353 -0.3 0.1 0.1 -0.6424
C 1.232 4.178 0.112 0.4 -0.1 0.0 -0.8005
H -5.617 -2.728 -3.139 0.0 -0.1 -0.2 0.2753
H -5.526 -2.654 -1.312 0.0 -0.1 0.2 0.2682
H -4.096 -0.814 -3.297 0.0 0.0 -0.2 0.2605
H -4.234 -0.945 -0.219 0.0 0.2 -0.1 0.4466
H -4.022 0.552 -1.185 0.0 -0.1 0.1 0.3138
H 1.703 -1.678 -0.674 0.0 0.0 0.0 0.3722
H -0.924 -3.482 1.433 -0.1 0.0 0.0 0.6657
H -0.301 -5.174 3.095 0.0 -0.1 0.1 0.4337
H 3.830 -4.605 2.158 0.1 0.0 0.0 0.4062
H 3.215 -2.911 0.488 0.1 0.1 -0.1 0.3941
H 0.222 0.574 -4.137 0.1 0.1 0.1 0.3488
H -0.179 2.307 -4.234 0.0 0.0 0.0 0.4504
H -0.514 2.645 -1.372 0.1 -0.1 -0.1 0.3726
H 2.287 2.395 -0.503 -0.1 0.1 0.1 0.3460
H 0.805 0.794 0.658 -0.1 0.0 0.0 -0.3573
H -0.277 2.109 1.138 -0.1 0.0 0.0 0.3427
H 1.243 1.518 3.002 0.1 -0.1 0.0 0.3544
H 2.644 1.805 1.967 0.1 -0.1 0.0 0.3781
H 2.220 3.776 3.400 -0.1 0.0 0.1 0.3503
H 0.571 3.891 2.783 -0.1 0.0 0.1 0.3182
H 2.042 5.498 1.611 0.1 0.0 0.0 0.3552
H 3.122 4.185 1.135 0.1 0.0 0.0 0.3308
H 1.602 4.767 -0.729 -0.1 0.0 -0.1 0.3256
H 0.199 4.478 0.308 -0.1 0.0 0.0 0.3089
```
Forces are in eV/Å.

---

The following is a quantum chemistry calculation of a molecular structure, C43H34N16RuS, from OMol25.

* charge: +1
* multiplicity: 6
* largest force on an atom: 0.775 eV/A
* highest occupied orbital energy (alpha / beta): -8.3 / -10.4 eV
* electronic energy: -82397.1976 eV

```
95
Properties=species:S:1:pos:R:3:forces:R:3:mulliken_charge:R:1
Ru -0.481 -0.701 -0.533 0.3 0.0 0.0 -0.1545
C 1.202 -0.234 -6.667 0.0 0.0 0.0 -0.6112
C 2.077 -1.263 -6.329 0.0 0.0 0.0 -0.6367
C 1.924 -1.973 -5.144 0.0 -0.1 0.1 -0.2651
C 0.887 -1.610 -4.306 -0.1 0.4 -0.3 0.5116
C 0.485 -2.085 -2.977 -0.4 -0.5 0.2 -0.0339
N 0.879 -3.177 -2.409 0.4 0.2 -0.4 -0.5216
C 0.493 -3.504 -1.163 0.0 0.1 0.3 -0.4196
C 0.474 -4.830 -0.614 -0.1 0.0 0.3 0.2191
C 0.629 -6.091 -1.182 0.1 0.0 -0.1 -0.3496
C 0.473 -7.193 -0.362 0.0 0.0 -0.1 -0.6339
C 0.171 -7.051 0.999 0.0 0.0 0.1 -0.6622
C 0.008 -5.804 1.571 0.0 0.0 0.1 -0.2235
C 0.158 -4.689 0.754 0.0 -0.1 -0.3 0.2302
C -0.012 -3.284 0.994 0.1 0.1 -0.3 -0.3947
N -0.237 -2.733 2.199 0.1 0.2 0.5 -0.4499
C -0.748 -1.552 2.337 -0.2 -0.5 -0.3 -0.2833
N -1.277 -0.784 1.324 0.2 0.1 -0.2 -0.0792
C -2.021 0.239 1.871 -0.4 0.0 -0.4 -0.4753
N -2.838 1.006 1.230 0.0 0.1 0.5 -0.4092
C -2.954 0.977 -0.108 0.2 0.0 -0.2 -0.6114
N -1.998 0.562 -1.001 -0.4 0.0 -0.2 0.4977
C -2.513 0.704 -2.277 -0.1 0.0 0.3 -0.0295
N -1.881 0.433 -3.426 0.4 0.1 -0.4 -0.6767
C -0.879 -0.377 -3.490 -0.5 0.0 0.2 0.0988
N -0.509 -1.259 -2.500 0.3 0.2 0.4 -0.3435
C 0.015 -0.566 -4.638 0.4 -0.2 -0.1 0.4941
C 0.155 0.125 -5.826 -0.2 0.1 0.1 -0.2937
C -3.835 1.255 -2.193 0.0 0.0 0.3 0.3234
C -4.782 1.564 -3.164 0.0 0.0 -0.1 -0.3297
C -6.007 2.039 -2.740 0.0 0.0 -0.1 -0.6592
C -6.293 2.196 -1.376 0.0 0.0 0.1 -0.6717
C -5.358 1.893 -0.405 0.0 0.1 0.1 -0.2290
C -4.116 1.425 -0.822 0.1 -0.1 -0.4 0.3329
C -1.854 0.203 3.329 0.3 -0.3 0.3 0.6138
C -2.344 1.008 4.338 -0.1 0.0 -0.1 0.1762
C -1.953 0.721 5.641 0.0 0.0 0.0 -0.7646
C -1.092 -0.337 5.922 0.0 0.0 0.0 -0.7118
C -0.631 -1.170 4.909 0.1 -0.2 -0.1 -0.3021
C -1.031 -0.892 3.616 -0.2 0.5 0.1 0.5069
N 0.174 -2.604 -0.180 -0.3 -0.5 -0.1 0.7349
H 1.345 0.295 -7.600 0.0 0.0 0.0 0.4200
H 2.886 -1.514 -7.003 0.0 0.0 0.0 0.4186
H 2.599 -2.773 -4.869 0.0 0.0 0.0 0.5734
H 0.846 -6.196 -2.237 0.0 0.0 0.0 0.5379
H 0.562 -8.187 -0.778 0.0 0.0 0.0 0.4218
H 0.045 -7.938 1.605 0.0 0.0 0.0 0.4282
H -0.242 -5.686 2.618 0.0 0.0 0.0 0.5445
H -0.535 0.919 -6.086 0.0 0.0 0.0 0.6219
H -4.559 1.429 -4.215 0.0 0.0 0.0 0.5415
H -6.768 2.289 -3.467 0.0 0.0 0.0 0.4264
H -7.271 2.555 -1.082 0.0 0.0 0.0 0.4274
H -5.584 2.005 0.647 0.0 0.0 0.0 0.5491
H -3.015 1.828 4.117 0.0 0.0 0.0 0.5903
H -2.330 1.326 6.456 0.0 0.0 0.0 0.4748
H -0.792 -0.514 6.946 0.0 0.0 0.0 0.4441
H 0.025 -2.006 5.114 0.0 0.0 0.0 0.5816
N 1.318 3.730 -3.832 -0.4 0.7 -0.1 -0.6570
N 1.466 2.830 -2.817 0.0 -0.5 0.3 1.0497
N 2.381 2.958 -1.889 0.1 0.2 0.0 -1.1455
C 2.083 1.946 -1.089 0.0 -0.2 0.0 -0.6082
N 1.031 1.244 -1.538 0.2 0.1 0.0 0.9443
N 0.652 1.834 -2.648 -0.2 0.2 -0.4 -0.6109
H 2.193 4.181 -4.049 0.1 -0.2 0.0 0.2909
H 0.844 3.316 -4.621 0.1 -0.2 0.0 0.2772
H 2.618 1.728 -0.185 0.0 0.0 0.0 0.5836
C 0.748 3.462 4.449 0.0 -0.1 0.1 -0.8381
N 0.189 4.122 3.298 -0.1 0.1 -0.2 0.2077
C -0.324 5.485 3.367 0.0 0.0 0.1 -0.5594
C -0.745 5.777 1.918 0.0 0.0 -0.1 -0.6316
N -0.619 4.466 1.294 -0.1 0.2 0.1 -0.0576
C -0.014 3.566 2.091 0.1 -0.1 0.1 -0.1051
S 0.439 2.022 1.633 0.1 0.0 0.0 -0.0741
H 1.596 4.030 4.837 0.0 0.0 0.0 0.3099
H 1.088 2.475 4.147 0.0 0.0 0.0 0.1780
H 0.000 3.353 5.239 0.0 0.0 0.0 0.3280
H 0.454 6.162 3.723 0.0 0.0 0.0 0.3328
H -1.169 5.538 4.059 0.0 0.0 0.0 0.3048
H -0.081 6.499 1.440 0.0 0.0 0.0 0.3123
H -1.768 6.144 1.847 0.0 0.0 0.0 0.3163
H -0.752 4.299 0.314 0.0 -0.1 0.0 0.2176
C 5.843 -2.065 1.569 0.0 0.0 0.0 -1.5728
C 4.509 -1.539 1.134 -0.1 0.0 -0.1 0.9176
C 3.541 -1.136 2.044 0.1 -0.1 0.0 -1.4898
C 2.298 -0.730 1.589 0.1 0.0 0.0 -0.3262
N 1.970 -0.694 0.297 0.0 0.2 0.2 1.2753
C 2.910 -1.045 -0.585 0.0 -0.1 0.0 -0.1776
C 4.171 -1.467 -0.217 0.0 0.0 0.0 -1.2064
H 6.047 -1.812 2.608 0.0 0.0 0.0 0.3822
H 6.645 -1.680 0.941 0.0 0.0 0.0 0.3986
H 5.847 -3.153 1.473 0.0 0.0 0.0 0.2981
H 3.748 -1.141 3.107 0.0 0.0 0.0 0.4276
H 1.542 -0.400 2.288 0.0 0.0 0.1 0.4099
H 2.637 -0.985 -1.632 0.0 0.0 0.0 0.3200
H 4.894 -1.741 -0.974 0.0 0.0 0.0 0.4630
```
Forces are in eV/Å.

---

The following is a quantum chemistry calculation of CH5N3O in the gas phase, from OMol25.

* structure (SMILES): CN(N)N=O
* largest force on an atom: 6.608 eV/A
* highest occupied orbital energy: -9.5 eV
* electronic energy: -7631.6819 eV

```
10
Properties=species:S:1:pos:R:3:forces:R:3:mulliken_charge:R:1
C 0.391 0.813 0.791 3.0 -1.8 1.5 -0.6439
N -0.019 -0.107 -0.228 -1.9 -0.9 -1.5 0.5131
N -0.953 -1.136 0.203 1.2 0.1 -0.1 -0.5851
N 0.156 -0.125 -1.528 4.8 2.9 -1.7 -0.2021
O 1.166 0.628 -2.072 -4.9 -2.9 3.4 -0.4581
H 0.424 0.213 1.801 0.2 1.2 -2.1 0.2179
H 1.399 1.215 0.492 -1.0 -0.4 0.5 0.2669
H -0.264 1.608 0.927 -1.4 1.4 0.0 0.3340
H -1.845 -1.135 -0.293 0.4 0.6 -0.2 0.2760
H -0.455 -1.974 -0.094 -0.5 -0.1 0.3 0.2813
```
Forces are in eV/Å.

---

Q: Among the records above, which one has the highest largest force on an atom?
A: CH5N3O

---

Q: Number 1 is which compound?
A: C21H24ClN3O2S

---

Q: Number 3 is which compound?
A: CH5N3O

---

Q: Among the records above, which one has the highest electronic energy?
A: CH5N3O